# CH2BrNO

A 2-piece molecular cluster, CH2BrNO overall at a distorted geometry (ωB97M-V with the def2-TZVPD basis set, the Open Molecules 2025 dataset).

Geometry (Å):
C (0.241, -0.896, 0.641)
N (0.132, 0.538, -0.975)
O (0.180, -0.412, 1.695)
Br (0.092, 2.133, -0.141)
H (0.160, -1.687, 0.044)
H (-0.804, 0.324, -1.264)

ΔE to the lowest compared entry with this formula, charge and spin	388.7	kJ/mol
HOMO level (alpha / beta)	-8.43 / -8.43	eV
maximum force	7.27	eV/A
DFT total energy	-2743.17459	hartree
E_LUMO (alpha / beta)	-0.163 / -0.163	eV

Mulliken atomic charge list, values in e, 2 entries: 0.256, -0.584